[1]
Density functional theory data (wB97M-V/def2-TZVPD) for a structure of composition C27H28BrN4O4V in a non-equilibrium geometry.

Calculated values
Multiplicity: 2
Total charge: -1
Lowest unoccupied orbital energy (spin up / spin down): 0.097 / 0.097 Eh
E: -5083.79231 hartree

Each line ends with the Mulliken charge.
Positions of all 65 atoms, in Å:
V1 -0.029 0.198 -0.471  0.11
C1 -3.635 -0.047 -1.474  -1.74
N1 -2.615 0.972 -1.287  1.50
C2 -2.410 1.716 -2.541  -1.30
C3 -0.948 1.990 -2.869  -0.41
C4 -0.160 0.719 -3.275  -1.02
N2 0.746 0.278 -2.234  0.65
C5 1.932 -0.164 -2.546  -0.46
C6 2.903 -0.626 -1.603  0.76
C7 4.188 -0.990 -2.057  -0.80
C8 5.193 -1.363 -1.199  -0.64
C9 4.947 -1.381 0.182  -0.60
C10 3.700 -1.062 0.664  -0.65
C11 2.638 -0.696 -0.194  0.28
O1 1.471 -0.444 0.329  -0.20
C12 -2.933 1.863 -0.174  -1.11
C13 -3.221 1.143 1.153  -0.96
C14 -2.221 0.030 1.512  -0.85
N3 -0.868 0.501 1.290  0.95
C15 -0.344 1.175 2.267  -0.56
C16 0.784 2.051 2.165  0.83
C17 1.328 2.623 3.325  -0.52
C18 2.325 3.570 3.266  -0.76
C19 2.794 3.984 2.014  -0.46
C20 2.268 3.458 0.857  -0.89
C21 1.249 2.475 0.883  0.06
O2 0.755 2.017 -0.224  -0.15
H1 -4.604 0.392 -1.770  0.33
H2 -3.785 -0.615 -0.557  0.45
H3 -3.308 -0.753 -2.236  0.47
H4 -2.969 2.665 -2.511  0.38
H5 -2.832 1.128 -3.360  0.48
H6 -0.456 2.449 -2.013  0.04
H7 -0.921 2.714 -3.688  0.54
H8 0.384 0.923 -4.205  0.51
H9 -0.864 -0.101 -3.469  0.28
H10 2.237 -0.175 -3.598  0.09
H11 4.383 -0.960 -3.126  0.34
H12 6.168 -1.637 -1.583  0.36
H13 5.743 -1.639 0.872  0.39
H14 3.488 -1.079 1.727  0.38
H15 -3.819 2.482 -0.412  0.40
H16 -2.080 2.533 -0.045  0.36
H17 -4.229 0.719 1.142  0.46
H18 -3.203 1.910 1.932  0.46
H19 -2.402 -0.834 0.877  -0.22
H20 -2.374 -0.264 2.558  0.53
H21 -0.839 1.148 3.244  0.22
H22 0.949 2.290 4.287  0.35
H23 2.733 3.997 4.174  0.37
H24 3.578 4.731 1.956  0.39
H25 2.631 3.765 -0.116  0.41
Br1 1.283 -2.826 3.393  -0.17
C22 0.002 -3.544 2.161  0.12
C23 -0.681 -4.693 2.520  -0.67
C24 -1.593 -5.179 1.589  -0.29
C25 -1.771 -4.502 0.400  -1.02
C26 -1.054 -3.328 0.170  0.76
N4 -0.159 -2.873 1.054  0.14
C27 -1.366 -2.485 -1.042  0.07
O3 -2.056 -2.983 -1.929  -0.78
O4 -0.918 -1.282 -1.068  -0.28
H26 -0.514 -5.175 3.471  0.40
H27 -2.159 -6.077 1.807  0.40
H28 -2.459 -4.834 -0.365  0.46



[2]
Density functional theory data (wB97M-V/def2-TZVPD) for the ion C5H10NO with charge +1 in a non-equilibrium geometry.

Calculated values
SMILES string: C=C1CC[NH2+][C@H]1O
Total charge: +1
Relative energy (zero: lowest compared OMol25 entry of this formula, charge and spin): 61.82 kcal/mol
Lowest unoccupied orbital energy: -0.116 Eh
E: -326.18329 hartree

Each line ends with the Mulliken charge.
Positions of all 17 atoms, in Å:
C1 2.080 0.624 0.761  -0.93
C2 0.963 0.116 0.366  0.66
C3 0.537 -1.151 -0.304  -0.60
C4 -0.722 -0.776 -1.098  -0.53
N1 -1.537 0.170 -0.275  -0.08
C5 -0.493 1.065 0.441  -0.46
O1 -1.010 1.262 1.680  -0.49
H1 2.137 1.527 1.246  0.31
H2 3.014 0.087 0.492  0.27
H3 1.202 -1.756 -0.929  0.44
H4 0.216 -2.058 0.367  0.25
H5 -0.335 -0.291 -2.110  0.29
H6 -1.485 -1.608 -1.397  0.37
H7 -2.206 0.783 -0.701  0.32
H8 -1.934 -0.231 0.509  0.32
H9 -0.507 1.948 -0.116  0.46
H10 -0.366 1.924 2.066  0.40



[3]
Density functional theory data (wB97M-V/def2-TZVPD) for a cluster of 18 separate species, C31H103N2O20P2S in total.

Calculated values
Total charge: +1
Lowest unoccupied orbital energy: -0.096 Eh
E: -3937.56131 hartree

Each line ends with the Mulliken charge.
Positions of all 159 atoms, in Å:
C1 -3.608 4.768 1.806  -1.28
C2 -4.802 3.835 1.592  0.48
C3 -5.443 3.906 0.193  -0.81
C4 -4.941 2.939 -0.898  -0.73
C5 -3.428 2.679 -0.971  -0.42
C6 -2.975 1.492 -0.111  0.06
C7 -1.493 1.566 0.328  -0.84
P1 -0.475 0.570 -0.766  0.30
C8 -0.874 0.717 -2.523  -0.25
C9 -0.236 1.865 -3.323  -2.09
C10 -0.237 3.264 -2.689  0.45
N1 -1.175 4.145 -3.367  -0.65
C11 -0.719 -1.168 -0.350  -0.94
C12 -0.656 -1.570 1.125  0.71
C13 0.746 -1.703 1.741  -1.16
C14 1.193 -0.473 2.545  -0.64
S1 1.615 -0.788 4.235  1.31
O1 2.678 -1.744 4.266  -0.60
O2 1.728 0.472 4.885  -0.55
O3 0.318 -1.507 4.820  -0.54
P2 1.655 1.148 -0.497  0.35
N2 1.988 2.360 0.407  -0.60
H1 -3.921 5.813 1.737  0.39
H2 -3.159 4.622 2.791  0.37
H3 -2.822 4.624 1.059  0.17
H4 -5.566 4.115 2.324  0.51
H5 -4.537 2.804 1.844  -0.56
H6 -5.373 4.935 -0.179  0.33
H7 -6.513 3.710 0.316  0.40
H8 -5.245 3.355 -1.864  0.47
H9 -5.458 1.976 -0.818  -0.13
H10 -3.175 2.462 -2.016  0.05
H11 -2.866 3.583 -0.720  0.39
H12 -3.162 0.576 -0.683  -0.03
H13 -3.593 1.389 0.780  -0.10
H14 -1.353 1.175 1.338  0.47
H15 -1.148 2.604 0.358  0.96
H16 -0.523 -0.239 -2.931  0.42
H17 -1.967 0.688 -2.600  0.61
H18 0.783 1.574 -3.593  0.40
H19 -0.774 1.932 -4.274  0.66
H20 -0.417 3.198 -1.599  0.09
H21 0.763 3.695 -2.798  0.30
H22 -2.060 3.684 -3.552  0.22
H23 -1.381 4.980 -2.831  0.27
H24 -1.716 -1.398 -0.745  0.18
H25 0.008 -1.737 -0.940  0.73
H26 -1.294 -0.922 1.737  0.40
H27 -1.139 -2.548 1.158  -0.94
H28 0.737 -2.577 2.401  0.59
H29 1.487 -1.949 0.976  0.48
H30 0.422 0.303 2.592  0.09
H31 2.105 0.004 2.175  0.27
H32 -0.350 -1.712 4.150  0.40
H33 2.245 -0.080 -0.141  0.07
H34 2.087 1.263 -1.830  0.06
H35 1.247 2.848 0.890  0.25
C15 4.722 4.872 -0.649  -0.76
O4 4.202 3.975 -1.641  -0.57
H36 5.287 5.626 -1.193  0.32
H37 3.904 5.354 -0.114  0.31
H38 5.381 4.360 0.052  0.32
H39 3.668 3.306 -1.201  0.26
C16 -3.416 -4.037 1.040  -0.26
O5 -3.560 -2.627 0.959  0.11
H40 -2.388 -4.256 0.764  -0.28
H41 -3.599 -4.411 2.051  0.31
H42 -4.086 -4.548 0.349  0.28
H43 -4.459 -2.354 1.190  -0.10
C17 -3.322 -6.726 -1.676  -0.55
O6 -2.989 -6.680 -0.289  -0.45
H44 -3.289 -5.699 -2.042  0.09
H45 -2.601 -7.316 -2.240  0.29
H46 -4.329 -7.121 -1.825  0.39
H47 -3.024 -7.575 0.063  0.26
C18 5.124 -3.591 3.280  -0.52
O7 5.430 -2.230 2.992  -0.53
H48 5.994 -4.192 3.027  0.23
H49 4.897 -3.720 4.339  0.32
H50 4.272 -3.930 2.685  0.15
H51 4.647 -1.722 3.242  0.35
C19 6.573 1.324 -2.621  -0.41
O8 6.548 2.729 -2.799  -0.52
H52 7.463 0.952 -3.125  0.21
H53 6.644 1.049 -1.562  0.24
H54 5.704 0.837 -3.073  0.13
H55 5.744 3.068 -2.382  0.39
C20 5.850 -1.714 -5.007  -0.54
O9 5.225 -0.446 -5.142  -0.49
H56 5.601 -2.084 -4.012  0.19
H57 5.488 -2.433 -5.746  0.30
H58 6.938 -1.645 -5.085  0.28
H59 5.443 -0.091 -6.010  0.28
C21 6.820 -5.062 0.157  -0.39
O10 6.289 -5.850 -0.900  -0.51
H60 7.697 -4.555 -0.238  0.28
H61 6.104 -4.311 0.502  0.08
H62 7.126 -5.681 1.005  0.26
H63 5.519 -6.322 -0.572  0.28
C22 -6.451 -1.035 -1.470  -0.47
O11 -5.059 -0.914 -1.207  -0.26
H64 -6.886 -0.046 -1.343  0.23
H65 -6.647 -1.374 -2.489  0.31
H66 -6.931 -1.719 -0.769  0.01
H67 -4.651 -1.783 -1.294  0.15
C23 7.968 0.066 4.338  -0.56
O12 7.038 -0.813 4.937  -0.48
H68 8.509 0.563 5.141  0.23
H69 8.694 -0.462 3.711  0.25
H70 7.481 0.836 3.729  0.23
H71 6.547 -1.266 4.239  0.40
C24 -1.831 -6.610 -5.331  -0.49
O13 -1.138 -6.810 -4.100  -0.44
H72 -2.891 -6.557 -5.091  0.21
H73 -1.526 -5.682 -5.820  0.19
H74 -1.667 -7.441 -6.020  0.32
H75 -0.197 -6.883 -4.287  0.26
C25 -1.700 -2.891 -4.738  -0.65
O14 -1.299 -2.880 -3.371  -0.37
H76 -1.759 -1.853 -5.060  0.23
H77 -0.969 -3.402 -5.367  0.27
H78 -2.679 -3.357 -4.867  0.29
H79 -1.222 -3.795 -3.074  0.25
C26 -6.516 -2.932 2.998  -0.65
O15 -6.402 -2.458 1.653  -0.37
H80 -5.568 -2.714 3.485  0.21
H81 -7.303 -2.408 3.537  0.28
H82 -6.690 -4.010 3.031  0.30
H83 -7.235 -2.619 1.200  0.21
C27 1.179 6.236 -2.341  -0.34
O16 2.540 6.614 -2.418  -0.52
H84 0.604 7.161 -2.351  0.15
H85 0.865 5.628 -3.196  0.25
H86 0.956 5.695 -1.412  0.22
H87 3.077 5.811 -2.422  0.24
C28 2.597 3.745 6.242  -0.53
O17 1.314 3.141 6.216  -0.49
H88 2.444 4.822 6.202  0.23
H89 3.145 3.508 7.158  0.26
H90 3.208 3.446 5.385  0.23
H91 1.438 2.186 6.244  0.35
C29 -5.232 0.335 4.048  -0.08
O18 -6.491 -0.138 4.496  -0.48
H92 -4.923 -0.325 3.237  -0.13
H93 -5.292 1.355 3.656  0.14
H94 -4.475 0.304 4.836  0.33
H95 -6.796 0.431 5.209  0.29
C30 0.811 10.025 -1.113  -0.51
O19 1.732 10.380 -2.128  -0.51
H96 0.452 10.951 -0.668  0.28
H97 -0.049 9.478 -1.514  0.20
H98 1.286 9.427 -0.330  0.24
H99 2.084 9.575 -2.522  0.32
C31 0.318 -6.229 1.885  -0.65
O20 -0.101 -5.336 0.860  -0.33
H100 1.274 -5.865 2.257  0.18
H101 -0.391 -6.257 2.717  0.28
H102 0.459 -7.244 1.507  0.32
H103 -0.931 -5.679 0.504  0.17



Question: What is the E in the second record?
Answer: -326.18329 hartree